This record from the OMol25 dataset describes a cluster of 9 separate species, C50H68O20 in total at a distorted geometry. The level of theory is ωB97M-V/def2-TZVPD.

Element x y z (Å)
C -4.62274 -2.76081 -2.24247
C -3.20158 -3.17618 -2.85931
C -2.83113 -2.23699 -4.07271
C -2.07808 -3.31516 -1.74928
C -0.66014 -2.76161 -2.15016
C -0.46451 -1.25200 -1.74227
C 0.77962 -0.70517 -1.82639
C 1.06088 0.77125 -1.39405
O 1.86647 1.46905 -1.96625
C 0.19325 1.26340 -0.18896
C 0.63561 2.22900 0.79736
C 2.03082 2.91312 0.72457
C 1.77824 4.44813 0.30633
C 2.00520 4.72745 -1.20220
O 2.93393 5.36939 -1.62937
O 1.06307 4.24543 -2.09487
C -0.31715 2.52750 1.88815
C -1.62154 1.92236 2.00812
C -2.07984 0.97695 0.97782
C -1.16046 0.67372 -0.08816
C -1.59659 -0.33840 -1.20340
O -2.73968 -0.32790 -1.59272
H -4.49418 -2.46938 -1.16906
H -4.95585 -1.82189 -2.76814
H -5.40200 -3.54183 -2.40640
H -3.36142 -4.20627 -3.28701
H -3.78189 -1.84676 -4.53344
H -2.34877 -2.85648 -4.88126
H -2.23004 -1.33671 -3.80586
H -1.94493 -4.41664 -1.54003
H -2.44259 -2.88689 -0.77261
H 0.09095 -3.34039 -1.53893
H -0.37836 -2.92877 -3.21675
H 1.66517 -1.28742 -2.18344
H 2.43596 2.92138 1.77214
H 2.73594 2.43633 0.00817
H 0.70266 4.65879 0.54378
H 2.38907 5.12069 0.95910
H 0.91284 4.89348 -2.80448
H 0.01057 3.24211 2.67969
H -2.32851 2.12177 2.84343
H -3.06696 0.47000 0.98629
O 3.32927 -2.66202 -2.58608
C 4.21441 -1.88256 -2.82567
C 4.58188 -0.67224 -2.00143
C 5.45432 0.11285 -2.95971
C 6.06072 -0.97722 -3.81425
O 5.05845 -2.00688 -3.87889
H 5.13684 -0.99814 -1.11864
H 3.69543 -0.11141 -1.71250
H 6.19738 0.73428 -2.46611
H 4.82684 0.76273 -3.57741
H 6.96528 -1.39873 -3.36867
H 6.29285 -0.62903 -4.82070
O 7.64493 0.31878 -1.18276
C 8.53260 1.08753 -1.43584
C 8.91549 2.30251 -0.62559
C 9.78965 3.07400 -1.59980
C 10.37990 1.96741 -2.44839
O 9.36778 0.94635 -2.49431
H 9.47322 1.97978 0.25587
H 8.03481 2.87193 -0.33470
H 10.54389 3.69542 -1.11785
H 9.16465 3.72312 -2.21863
H 11.28401 1.54138 -2.00690
H 10.60677 2.30348 -3.45939
O -4.42702 2.80773 4.67557
C -3.77190 2.03800 5.32836
C -3.63976 2.04497 6.83061
C -2.43086 1.15506 7.04964
C -2.49834 0.22069 5.85817
O -3.07605 1.00488 4.79707
H -4.54537 1.61896 7.26811
H -3.47026 3.05371 7.20384
H -2.43563 0.63387 8.00667
H -1.51923 1.75634 6.99916
H -3.14121 -0.64231 6.04100
H -1.51256 -0.13216 5.55889
O 13.84948 0.74735 -2.39520
C 13.64507 -0.38807 -2.06842
C 13.22675 -1.51461 -2.98298
C 12.74403 -2.56437 -1.99677
C 13.58428 -2.26655 -0.77165
O 13.80376 -0.84780 -0.80033
H 14.09688 -1.85465 -3.54803
H 12.43261 -1.19751 -3.65611
H 12.85264 -3.58800 -2.35483
H 11.68750 -2.39743 -1.77142
H 14.55462 -2.76929 -0.80026
H 13.07395 -2.53850 0.15172
O -3.51149 -2.21485 4.02073
C -4.62036 -2.53485 4.34182
C -5.82601 -2.57749 3.43694
C -6.96979 -2.65183 4.43323
C -6.33013 -3.36303 5.60920
O -4.95363 -2.95625 5.59309
H -5.77129 -3.47125 2.81224
H -5.88542 -1.68547 2.82385
H -7.85368 -3.16220 4.05031
H -7.26613 -1.64084 4.72787
H -6.37280 -4.45094 5.51031
H -6.78399 -3.07756 6.55813
O -7.99631 -3.07474 0.12324
C -8.27234 -1.96408 0.47309
C -9.43208 -1.13597 -0.02505
C -9.05541 0.25863 0.44597
C -8.23776 -0.02913 1.68909
O -7.58451 -1.28187 1.42995
H -10.35053 -1.49140 0.44649
H -9.51244 -1.18862 -1.10874
H -9.91197 0.90570 0.63484
H -8.42779 0.74260 -0.30644
H -8.86130 -0.13934 2.58100
H -7.48963 0.74147 1.87475
O -1.83674 5.02222 7.96142
C -2.39072 5.90205 7.36237
C -2.86995 5.83174 5.93308
C -3.10622 7.29486 5.60251
C -3.45929 7.87746 6.95640
O -2.71142 7.10334 7.90742
H -3.79417 5.25035 5.89531
H -2.11272 5.38986 5.28843
H -3.87685 7.45713 4.84911
H -2.17879 7.74289 5.23623
H -4.52330 7.77852 7.18714
H -3.17742 8.92681 7.03766
O -5.05907 -2.77837 -6.59666
C -4.75560 -3.85680 -7.01717
C -3.48973 -4.19347 -7.76876
C -3.82689 -5.54575 -8.37326
C -4.80898 -6.11305 -7.36804
O -5.50673 -4.97675 -6.83883
H -2.66238 -4.25850 -7.05919
H -3.28020 -3.44947 -8.53445
H -2.95862 -6.18479 -8.53464
H -4.32325 -5.40333 -9.33674
H -4.30899 -6.62918 -6.54392
H -5.52123 -6.79572 -7.83077

The calculation puts the electronic energy at -3450.86856 a.u.

***

This record from the OMol25 dataset describes a structure of composition C50H72FN5O7Y at a distorted geometry. The level of theory is ωB97M-V/def2-TZVPD.

Element x y z (Å)
Y 0.15210 0.17486 -0.05027
C -2.50972 0.69578 -1.79706
N -2.23820 -0.04948 -0.54902
C -3.03247 0.55184 0.54038
C -2.54299 -1.49735 -0.69990
C -1.35060 -2.42074 -0.98884
N -0.20734 -2.25814 -0.04967
C -0.61810 -2.75111 1.29092
C 0.17440 -2.36327 2.50880
C 0.67429 -3.34856 3.34549
C 1.14223 -3.04595 4.61678
C 1.06473 -1.71285 5.00674
C 0.53746 -0.68162 4.23184
C 0.14395 -1.01147 2.91605
O -0.29684 -0.12961 2.02423
C 0.25558 0.63601 4.97509
C -0.73487 0.32208 6.10777
C -0.37833 1.75158 4.14772
C 1.54599 1.17908 5.60171
C 1.61189 -4.09787 5.62145
C 0.80846 -3.96965 6.92117
C 1.41537 -5.51747 5.09480
C 3.09594 -3.88590 5.93743
C 0.97490 -2.98595 -0.57089
C 2.37554 -2.54411 -0.16237
C 3.18389 -3.46421 0.49367
C 4.54273 -3.23911 0.69470
C 5.09004 -2.07783 0.16928
C 4.34940 -1.10472 -0.49636
C 2.97610 -1.35207 -0.59241
O 2.18021 -0.34079 -1.08834
C 5.14037 0.02433 -1.19072
C 4.34846 1.21416 -1.74374
C 5.87140 -0.63237 -2.37160
C 6.19369 0.59948 -0.23490
C 5.45554 -4.22834 1.41732
C 6.48666 -4.78365 0.43031
C 4.67513 -5.39093 2.01842
C 6.18281 -3.48867 2.54807
H -3.57730 0.62027 -2.03967
H -1.91919 0.29341 -2.61905
H -2.24000 1.74062 -1.65090
H -4.10169 0.51340 0.29620
H -2.73445 1.59492 0.66925
H -2.83692 0.01820 1.46853
H -3.25710 -1.63357 -1.52189
H -3.05766 -1.82031 0.20673
H -0.97397 -2.22960 -1.99299
H -1.71462 -3.45826 -0.94645
H -0.67888 -3.84946 1.23990
H -1.62772 -2.37430 1.45697
H 0.62852 -4.37600 3.00599
H 1.36034 -1.46545 6.01874
H -1.68264 -0.02794 5.70046
H -0.93135 1.22398 6.69119
H -0.36046 -0.44516 6.78431
H -1.31851 1.45105 3.69408
H 0.25749 2.10079 3.34536
H -0.57340 2.59436 4.81729
H 1.93915 0.51814 6.37488
H 1.35017 2.14962 6.06688
H 2.32179 1.30940 4.85137
H -0.26182 -4.05699 6.73306
H 0.98179 -3.01282 7.41221
H 1.09563 -4.75384 7.62350
H 0.36389 -5.73765 4.90699
H 1.77730 -6.23676 5.83022
H 1.95926 -5.69392 4.16902
H 3.27458 -2.88474 6.33262
H 3.70831 -4.00355 5.04404
H 3.43867 -4.60737 6.68111
H 0.93228 -2.91409 -1.65987
H 0.86896 -4.04781 -0.30626
H 2.72498 -4.38017 0.83500
H 6.15887 -1.93537 0.25077
H 3.67274 0.93622 -2.54588
H 5.07464 1.92541 -2.14434
H 3.75645 1.71866 -0.98356
H 5.16165 -1.06434 -3.07651
H 6.54081 -1.42611 -2.03871
H 6.46487 0.11290 -2.90214
H 5.72959 1.07350 0.63004
H 6.76822 1.36061 -0.76563
H 6.90075 -0.14758 0.12337
H 5.99932 -5.29858 -0.39779
H 7.14616 -5.49520 0.92966
H 7.10693 -3.99117 0.01218
H 4.18881 -5.99672 1.25353
H 3.91047 -5.04233 2.70989
H 5.35322 -6.04296 2.57056
H 6.83110 -2.70437 2.15793
H 6.80572 -4.18290 3.11490
H 5.47546 -3.02410 3.23507
C 4.01335 6.85890 2.15869
C 2.98768 6.14771 3.01571
N 2.76140 4.76171 2.60850
C 1.70221 4.47291 1.81396
C 1.42430 3.25638 1.28400
C 0.15038 3.04945 0.49766
O -0.88813 3.55884 0.87598
O 0.30001 2.25916 -0.51679
C 2.29388 2.15747 1.59867
O 2.12189 0.98309 1.23979
C 3.43761 2.46586 2.46808
C 4.27211 1.41298 2.85443
C 5.31362 1.66487 3.69834
F 6.08915 0.64432 4.12644
C 5.58433 2.95982 4.16561
C 4.75824 3.99728 3.78942
C 3.65477 3.75742 2.95300
N 6.67009 3.23960 5.05564
C 6.31525 3.29698 6.46668
C 7.32852 4.21320 7.18172
N 8.40997 4.54948 6.18956
C 9.02643 3.29780 5.62944
C 7.92405 2.52400 4.87443
H 4.12826 7.88811 2.49411
H 3.70411 6.87690 1.11512
H 4.98794 6.37471 2.20831
H 2.01661 6.64041 2.96463
H 3.26456 6.14766 4.07218
H 1.02922 5.30156 1.63606
H 4.05710 0.41083 2.50710
H 4.99302 4.98991 4.13898
H 6.32092 2.29994 6.92594
H 5.31257 3.70746 6.57181
H 7.82772 3.73470 8.02312
H 6.90105 5.15969 7.51025
H 9.11391 5.16505 6.59895
H 7.95633 5.03682 5.40836
H 9.41626 2.75386 6.48825
H 9.85505 3.60284 4.99362
H 7.89057 1.50058 5.25815
H 8.15788 2.48117 3.81155
O 1.53073 -0.73625 -2.41639
O 0.23955 -0.29839 -2.25041

The calculation puts the electronic energy at -2886.95421 a.u. As for the relative energy (zero: lowest compared OMol25 entry of this formula, charge and spin): 2.288 eV. Its net charge is +1.

***

| no. | gap between HOMO and LUMO (Ha) |
| --- | --- |
| 1 | 0.3198 |
| 2 | 0.2019 |